DFT (ωB97M-V/def2-TZVPD) results for an isolated ion of composition C3H8N3S and charge +1 at a distorted geometry.

CARTESIAN COORDINATES (ANGSTROEM)
1 C -1.664 -0.622 0.003
2 C -0.251 1.413 -0.012
3 C 1.882 0.119 0.206
4 N -0.456 -1.080 -0.186
5 N -2.797 -1.322 0.136
6 N 0.545 -0.055 -0.458
7 S -2.006 1.099 -0.092
8 H 0.145 1.455 1.024
9 H 0.011 2.197 -0.666
10 H 1.766 0.146 1.346
11 H 2.465 -0.870 0.053
12 H 2.410 1.027 -0.061
13 H -2.862 -2.315 -0.056
14 H -3.621 -0.803 0.037
15 H 0.704 -0.118 -1.535

Properties
E_HOMO (alpha / beta): -0.345 / -0.526 Ha
relative energy (zero: lowest compared OMol25 entry of this formula, charge and spin): 284.2 kJ/mol
Kohn-Sham gap (alpha / beta): 6.23 / 6.54 eV
multiplicity: 3
charge: +1